(1)
{
  "formula": "C33H25IrN8O4",
  "method": "ωB97M-V/def2-TZVPD",
  "symbols": ["H", "H", "O", "N", "C", "C", "C", "H", "H", "H", "C", "C", "C", "H", "C", "N", "O", "C", "C", "H", "C", "H", "C", "H", "H", "Ir", "C", "H", "H", "H", "C", "C", "C", "C", "C", "C", "C", "N", "C", "C", "H", "N", "O", "C", "N", "C", "C", "H", "C", "C", "N", "C", "N", "H", "H", "N", "H", "H", "H", "C", "C", "H", "C", "H", "H", "H", "C", "H", "C", "C", "O"],
  "xyz": [[-2.7851, -1.5334, 0.6318], [-5.3033, 1.6985, 1.5545], [-3.0348, 0.6397, 2.8132], [-0.5685, 2.3423, -0.2937], [3.8333, -5.5326, 0.6724], [-4.3189, 2.1585, 1.5170], [0.2988, 3.0252, -4.3223], [-0.6437, 3.6470, 5.2418], [4.9609, -1.0873, 1.7347], [-0.7973, 4.7308, -1.6141], [2.8168, -4.7004, 0.0995], [-0.2265, -2.0983, -1.5000], [0.5703, -3.8615, 0.1098], [-0.2042, 5.0744, -3.9892], [-3.2196, 1.0944, 1.7029], [-1.0414, -1.5170, -0.4092], [-1.8624, 4.1128, 0.4616], [-1.1217, 3.1273, 0.6284], [2.8739, -1.6163, 1.8183], [4.1147, -3.8950, -1.4077], [-0.1325, 4.0863, -3.5546], [0.7411, 0.9212, -4.3937], [-0.4661, 3.9017, -2.2194], [-0.4286, -3.3107, -3.3081], [-0.4297, -3.8736, 0.5245], [-0.4282, 0.4025, 0.1243], [-0.5299, 3.0321, 4.3595], [-2.7618, -4.0703, -2.8490], [-3.3767, 3.5294, 0.2182], [-1.4201, 4.4532, 2.9780], [4.8130, 0.9374, -0.0511], [-2.2485, -3.3948, -2.1793], [3.9618, -0.8863, 1.3728], [0.3173, -0.9010, -2.3648], [0.8847, -2.9963, -0.9379], [1.5271, -4.7109, 0.6316], [2.4522, 0.3570, -0.0129], [1.4051, -0.3590, 0.4269], [1.6165, -1.3138, 1.3405], [3.7408, 0.1249, 0.4421], [0.6195, 0.0312, 3.3305], [5.6715, 1.5912, -0.4424], [-2.6282, 0.8268, 0.6050], [0.0484, 1.5395, -2.4616], [-4.1177, 2.7922, 0.1791], [3.1208, -3.8764, -0.9809], [-2.8832, -2.9271, -1.0061], [2.9877, -2.4132, 2.5390], [-0.9647, 3.4830, 3.1196], [2.1498, -3.0389, -1.5108], [4.6388, -6.1953, 1.1541], [-0.3648, 2.6333, -1.6659], [0.0265, 0.2892, -1.8174], [0.7367, -1.8398, 1.6779], [-4.2469, 2.9107, 2.2975], [-0.2152, 1.4610, 2.1032], [0.5707, 3.1830, -5.3578], [-3.8792, -3.2484, -0.7379], [-4.9724, 3.1546, -0.2360], [-2.2564, -1.9773, -0.2045], [-0.7832, 2.6703, 2.0248], [1.2858, -5.3766, 1.4493], [-0.9885, -2.9868, -2.4408], [2.3822, -2.4059, -2.3573], [2.2439, 1.1039, -0.7662], [0.4132, 1.3901, 5.3854], [0.0603, 1.7853, 4.4438], [-3.7059, 2.0579, -0.4066], [0.1851, 1.0245, 3.2903], [0.3967, 1.7461, -3.7900], [0.8897, -1.1263, -3.4148]],
  "lowdin_spin": [-0.001, 0.000, 0.000, 0.000, 0.000, 0.000, 0.000, 0.000, 0.000, 0.000, 0.000, 0.043, 0.003, 0.000, 0.000, 0.224, 0.002, 0.001, 0.000, 0.000, 0.000, 0.000, 0.000, 0.009, 0.000, 0.042, 0.001, -0.005, 0.000, 0.000, 0.000, 0.022, 0.001, 0.024, 0.033, 0.000, 0.000, 0.002, 0.001, 0.000, 0.000, 0.000, 0.000, 0.001, 0.000, 0.001, 0.289, 0.000, 0.000, 0.004, 0.000, 0.000, 0.010, 0.000, 0.000, 0.000, 0.000, 0.015, 0.000, 0.033, 0.000, 0.000, 0.223, 0.000, 0.000, 0.000, 0.000, 0.000, 0.001, 0.000, 0.018],
  "lumo_ev": [-3.428, -4.473],
  "gap_ev": [6.8, 5.8],
  "energy_ha": -2115.6957,
  "multiplicity": 2,
  "charge": 1
}

(2)
{
  "formula": "C38H93F12N9O21S4",
  "method": "ωB97M-V/def2-TZVPD",
  "symbols": ["N", "C", "H", "H", "C", "C", "H", "H", "H", "H", "H", "H", "O", "H", "H", "N", "H", "H", "F", "C", "H", "H", "F", "C", "H", "C", "H", "F", "H", "H", "H", "H", "O", "C", "H", "H", "O", "C", "H", "H", "H", "C", "H", "H", "C", "H", "O", "O", "C", "H", "H", "C", "N", "O", "S", "H", "H", "F", "H", "H", "C", "F", "C", "H", "O", "O", "H", "C", "C", "H", "C", "N", "O", "H", "C", "H", "F", "C", "H", "N", "F", "C", "H", "O", "H", "H", "H", "H", "C", "H", "H", "H", "H", "H", "C", "H", "H", "C", "H", "H", "N", "F", "H", "H", "H", "C", "O", "C", "H", "H", "C", "H", "C", "H", "H", "C", "O", "O", "O", "C", "C", "O", "H", "F", "H", "H", "N", "C", "H", "H", "H", "H", "F", "F", "H", "H", "O", "S", "H", "O", "H", "H", "H", "H", "H", "H", "O", "N", "C", "O", "H", "H", "S", "F", "N", "H", "H", "C", "S", "H", "C", "C", "C", "H", "H", "H", "O", "H", "H", "H", "H", "H", "H", "C", "C", "H", "O"],
  "xyz": [[-15.8637, -6.8931, -12.0630], [-26.4402, -2.8975, -13.1059], [-15.1954, -4.2698, -14.6619], [-24.2851, -5.9784, -9.4047], [-20.7633, -3.2466, -11.6191], [-24.7606, -2.1844, -11.5937], [-23.5895, -3.6027, -9.7183], [-23.3893, -5.8566, -3.9895], [-25.3403, -9.1506, -11.7624], [-12.4298, -1.8714, -16.5839], [-22.6591, -1.3379, -9.7490], [-15.3085, -0.9152, -16.3554], [-16.7478, -0.2892, -12.4507], [-21.0276, -10.4989, -4.2024], [-27.0159, 0.0232, -6.7214], [-23.4254, -11.9551, -4.3494], [-24.8654, -1.2791, -12.2028], [-16.6446, -4.7795, -15.4264], [-23.0860, -4.8958, -7.0929], [-19.1236, -0.7473, -5.9603], [-20.7545, 2.2090, -15.5119], [-27.2485, -3.6195, -13.1834], [-21.6305, -3.3130, -7.2508], [-23.6195, -0.8108, -9.8081], [-24.0878, -2.8440, -8.4410], [-26.0853, -0.3046, -6.2630], [-21.0246, -6.2901, -15.7538], [-14.7655, 1.9443, -4.9490], [-24.2255, -12.5048, -4.0334], [-22.5302, -6.5984, -2.5867], [-22.0861, 0.2801, -15.6747], [-22.6766, -12.6323, -4.5287], [-22.1295, 1.8242, -13.3309], [-16.1309, -2.7720, -15.7928], [-19.5800, 1.1058, -15.8978], [-23.7176, -0.3769, -8.8137], [-18.5481, -5.0253, -16.6185], [-17.2119, -6.3725, -11.5235], [-19.8123, -1.1806, -14.3346], [-12.4513, -2.6898, -18.1209], [-25.2478, -3.6769, -9.2735], [-17.0367, -4.9169, -11.1310], [-13.1233, -1.0749, -18.0268], [-20.0925, -1.1489, -16.0928], [-16.8516, -4.5530, -8.8394], [-16.7318, -4.3338, -12.0117], [-24.3481, -1.9023, -6.6902], [-18.2496, -5.8767, -14.5987], [-21.9859, -10.0053, -3.9922], [-27.3703, -5.8709, -7.5623], [-16.9876, -7.5718, -9.6537], [-22.6228, -3.2437, -3.8271], [-24.4323, -3.0800, -9.3956], [-18.4995, 1.0156, -12.9008], [-14.9907, -0.6742, -5.3395], [-26.8005, -1.8786, -13.2692], [-17.6658, -3.8603, -9.0400], [-19.6866, -1.8516, -6.4693], [-21.9588, -1.5394, -4.9933], [-26.3941, -6.2476, -11.5802], [-21.6623, -8.8820, -6.0090], [-19.1961, -0.8557, -4.6179], [-24.8501, -6.9193, -9.3306], [-17.8966, -6.3752, -12.3780], [-21.0572, -6.7952, -8.5536], [-17.1008, -1.9216, -7.1604], [-15.2745, -6.0793, -12.2233], [-22.9149, -10.9840, -3.3149], [-23.5364, 2.1118, -13.4345], [-18.9136, -0.6980, -10.6776], [-20.5721, -1.1005, -15.1152], [-22.1761, -4.8260, -9.8906], [-19.8104, -4.7642, -8.9192], [-26.2308, -0.3042, -5.1792], [-19.0078, -5.4906, -15.5534], [-19.8658, 1.5691, -14.3216], [-20.4374, -2.6287, -10.5083], [-21.2836, 0.2321, -14.9349], [-23.8739, -2.7610, -11.8672], [-16.5920, -0.3982, -5.1717], [-14.8952, 0.8053, -3.1431], [-17.7165, -7.2780, -10.4059], [-20.8593, -4.4515, -15.7388], [-26.1676, -6.6492, -8.9412], [-23.6283, -11.4237, -5.2042], [-21.5528, -12.4144, -2.5266], [-24.2635, -2.7494, -5.0757], [-23.8140, -10.4683, -2.9695], [-20.5221, -5.4139, -15.3529], [-24.5179, -2.4940, -3.3765], [-16.5828, -2.2872, -13.7241], [-22.2521, -4.0318, -4.4834], [-20.7989, -5.3298, -14.2952], [-25.7518, -4.9975, -7.7530], [-23.4052, -6.0227, -2.9033], [-21.5324, -4.2698, -2.1902], [-22.7205, -3.0812, -1.7046], [-13.0333, -2.0227, -17.4866], [-16.0700, -7.4537, -12.8913], [-17.2400, -5.4931, -8.4506], [-20.3137, 1.3325, -15.2296], [-19.8356, 0.3157, -6.3131], [-20.8559, -2.1258, -3.8392], [-18.6761, 1.0017, -10.1999], [-17.3522, -0.1144, -10.0355], [-22.3322, -11.7431, -2.1405], [-20.3517, -5.9048, -11.3851], [-17.0666, -2.2622, -14.7081], [-25.6974, -3.1591, -13.8670], [-21.8829, -11.0563, -1.4324], [-21.7555, -4.6126, -7.2245], [-20.9788, 0.3161, -12.8310], [-26.2994, -5.9398, -7.7003], [-24.8572, -5.5261, -11.6312], [-25.3457, -9.4029, -10.0852], [-24.7229, -1.7969, -10.1358], [-25.9241, -2.9798, -11.7851], [-23.5387, -4.8225, -2.1745], [-14.3054, -2.5500, -17.1973], [-21.9202, -1.9359, -3.9735], [-25.6157, -1.6932, -6.6443], [-26.4527, -2.5902, -6.8613], [-17.9570, -2.8867, -14.6234], [-21.6800, -2.5477, -12.3026], [-23.0584, -12.4377, -1.7210], [-21.2985, -1.9067, -15.0400], [-25.5828, -8.7674, -10.8411], [-14.9454, -1.9157, -16.1062], [-24.5874, -3.9592, -4.0442], [-18.5799, -6.7831, -9.9803], [-24.1973, 1.3352, -13.0483], [-25.8535, -6.4846, -6.8564], [-21.1518, -5.1947, -6.1952], [-19.6757, -3.3534, -12.3761], [-25.3483, 0.4559, -6.5215], [-23.8076, -7.7900, -11.0067], [-16.1463, -4.6959, -10.0938], [-21.4399, -4.9795, -11.3118], [-16.1827, -4.0488, -8.1469], [-14.5769, -1.8178, -4.5867], [-22.0875, -8.5453, -6.9551], [-20.8122, -9.4808, -6.3559], [-25.6972, -1.5209, -9.7369], [-15.1838, -4.5345, -16.2391], [-22.2694, -1.0963, -3.3720], [-21.8576, -9.1490, -3.3253], [-14.4232, -0.4702, -6.6365], [-24.0868, -3.0682, -4.1024], [-18.2014, 0.1356, -10.6621], [-17.3956, 0.4905, -7.4445], [-15.4265, -7.5357, -11.4025], [-17.3205, -1.2152, -14.8560], [-17.3377, -0.6303, -6.5508], [-13.0698, 0.7225, -4.3385], [-15.7881, -4.1777, -15.4882], [-18.1139, -8.1708, -10.9037], [-24.3253, -7.5814, -8.6247], [-21.8069, 0.4622, -13.5380], [-21.0918, -5.3752, -8.7687], [-25.0802, -6.8099, -12.8022], [-17.7893, 0.3052, -12.1189], [-25.3532, -6.4855, -11.8027], [-24.8022, -7.4236, -10.7501], [-24.3025, -6.6083, -2.6993], [-21.3245, -7.9939, -5.4726], [-26.5888, -8.6499, -11.0056], [-22.5794, -9.6217, -5.2177], [-16.8296, -2.8205, -16.6327], [-23.6809, 3.0407, -12.8888], [-23.5240, -0.0310, -10.5599], [-23.7543, 2.2942, -14.4925], [-22.6114, -0.2415, -13.3167], [-18.0484, -4.5757, -10.8987], [-14.3902, 0.8010, -4.3835], [-22.5186, -3.8717, -2.4371], [-14.2210, -1.8413, -15.2855], [-22.4103, -5.2100, -12.3524]],
  "lowdin_charge": [0.247, -0.083, 0.161, 0.096, -0.654, -0.183, 0.087, 0.076, 0.171, 0.092, 0.088, 0.148, -0.059, 0.148, 0.080, 0.229, 0.126, 0.114, 0.082, -0.641, 0.171, 0.090, 0.177, 0.004, 0.103, -0.008, 0.077, 0.140, 0.181, 0.091, 0.153, 0.178, -0.173, -0.337, 0.169, 0.086, -0.057, -0.290, 0.075, 0.091, 0.134, -0.227, 0.096, 0.095, -0.055, 0.133, -0.140, -0.123, -0.182, 0.104, 0.092, -0.327, 0.206, -0.118, 0.587, 0.095, 0.071, 0.090, 0.085, 0.101, -0.075, 0.086, -0.220, 0.113, -0.281, -0.318, 0.155, -0.328, -0.066, 0.048, -0.028, -0.308, -0.270, 0.080, -0.731, 0.124, 0.158, -0.318, 0.113, -0.298, 0.121, -0.033, 0.063, -0.180, 0.161, 0.099, 0.103, 0.160, -0.009, 0.181, 0.073, 0.119, 0.034, 0.053, -0.105, 0.147, 0.144, -0.098, 0.167, 0.077, 0.227, 0.136, 0.092, 0.074, 0.064, -0.017, -0.267, -0.042, 0.095, 0.107, -0.667, 0.131, -0.049, 0.069, 0.165, -0.281, -0.202, -0.180, -0.190, -0.022, -0.742, -0.033, 0.071, 0.111, 0.098, 0.085, 0.225, -0.173, 0.151, 0.049, 0.073, 0.091, 0.145, 0.152, 0.076, 0.159, -0.139, 0.579, 0.092, -0.288, 0.071, 0.106, 0.161, 0.167, 0.109, 0.142, -0.282, 0.241, -0.019, -0.286, 0.161, 0.080, 0.578, 0.143, 0.220, 0.092, 0.135, -0.206, 0.617, 0.103, -0.742, -0.021, -0.280, 0.096, 0.096, 0.173, -0.201, 0.155, 0.096, 0.088, 0.089, 0.115, 0.104, -0.694, -0.162, 0.143, -0.292],
  "lumo_ev": -5.242,
  "gap_ev": 4.5,
  "energy_ha": -6366.9126,
  "multiplicity": 1,
  "charge": 2
}

(3)
{
  "formula": "C29H38CuN3OS2",
  "method": "ωB97M-V/def2-TZVPD",
  "symbols": ["C", "C", "H", "H", "C", "H", "C", "C", "C", "N", "C", "H", "H", "H", "Cu", "H", "H", "H", "C", "C", "C", "H", "H", "C", "H", "H", "C", "H", "H", "H", "C", "C", "H", "C", "C", "H", "N", "H", "H", "H", "H", "C", "S", "C", "C", "C", "H", "H", "H", "H", "C", "H", "H", "H", "H", "C", "C", "H", "C", "N", "H", "O", "S", "C", "C", "C", "H", "H", "H", "C", "H", "H", "H", "C"],
  "xyz": [[1.2522, -3.6414, -0.8875], [-3.6969, -0.5768, 2.2625], [4.8568, 3.4049, 1.5825], [1.5891, 5.6863, 0.0197], [-0.3402, 2.7130, 2.3633], [-5.0103, -3.2436, -0.0258], [0.7606, 0.7491, 2.9166], [-4.5590, -3.5207, 0.9289], [-2.8361, -0.8933, 3.4762], [1.6183, 1.2187, -0.7998], [3.4291, 2.2956, 0.4475], [1.0452, -0.0253, -4.4994], [-1.7775, -0.7706, 3.2326], [1.5755, 0.6531, 4.9030], [0.4107, -0.0859, 0.3399], [3.4843, 0.2483, 1.1217], [-3.1333, -0.2774, -2.9274], [-3.0031, -1.9044, 3.8467], [-0.0557, -3.3827, -1.5843], [-3.1330, -2.9957, 1.0329], [1.0211, 1.2625, 4.2024], [3.7018, 5.5736, 1.3086], [1.3471, -3.0034, -0.0056], [-2.5159, -2.8399, -2.7919], [-0.8794, 3.2598, 1.5950], [-0.4604, 4.2843, 3.8194], [1.3046, -0.8589, -3.8423], [-1.5339, 0.0718, -3.5832], [-2.6699, -3.1946, 1.9986], [-0.2401, 4.5995, -1.0319], [3.2933, 4.6800, 0.8539], [1.5638, 3.5976, -0.4344], [-0.6391, -5.4356, -1.7006], [2.1104, 4.7424, 0.1322], [0.5857, 2.5251, 4.5353], [1.3252, -4.6841, -0.5811], [0.4367, -1.0121, -1.5357], [0.6556, -1.7012, -4.0675], [-2.4906, -3.4123, 0.2556], [0.7929, 2.9301, 5.5192], [-3.0775, -0.2026, 4.2847], [1.1821, -0.4508, -2.4017], [-3.0385, -1.2351, 0.7218], [3.9396, 3.4630, 1.0079], [2.2444, 2.3897, -0.2773], [4.1278, 0.9736, 0.6159], [-5.1950, -3.1390, 1.7295], [3.5934, 2.0887, -2.3070], [-1.8292, 0.2710, -1.8583], [3.8116, 0.4710, -3.0008], [0.2560, 3.6404, -1.1788], [-3.4784, -2.6248, -3.2429], [2.1042, -3.4187, -1.5353], [-4.5620, -4.6088, 0.9952], [2.3348, -1.1380, -4.0752], [-0.4341, -2.0769, -1.8975], [-0.9241, -4.4144, -1.9265], [-2.8086, -4.9661, -2.7953], [1.9762, 0.7351, -1.9222], [0.0670, 1.4866, 2.0223], [-4.7358, -0.9059, 2.3466], [-1.5754, -0.9034, 0.7949], [1.3101, -0.8167, 2.3686], [-0.1119, 3.2849, 3.5975], [3.0849, 1.2590, -2.7906], [-2.0652, -0.3505, -2.7252], [2.6977, 1.6019, -3.7534], [-3.7005, 0.4970, 2.0657], [5.0409, 1.0969, 1.1970], [-1.6695, -1.7816, -2.4733], [0.4003, 3.5000, -2.2543], [-0.4099, 2.8430, -0.8390], [4.4032, 0.5469, -0.3531], [-2.1439, -4.1518, -2.5360]],
  "lowdin_charge": [-0.020, -0.381, 0.108, 0.108, -0.154, 0.071, -0.751, -0.129, -0.117, 0.117, -0.208, 0.091, 0.055, 0.094, 0.085, 0.025, 0.081, 0.070, -0.206, -0.381, -0.108, 0.099, 0.066, -0.053, 0.100, 0.092, -0.001, 0.080, 0.092, 0.077, -0.081, -0.220, 0.110, -0.052, -0.091, 0.079, 0.112, 0.086, 0.070, 0.101, 0.079, -0.233, 0.933, -0.042, -0.209, -0.029, 0.065, 0.085, 0.069, 0.091, -0.039, 0.111, 0.084, 0.077, 0.090, -0.214, -0.054, 0.101, -0.239, 0.012, 0.081, -0.562, 0.602, -0.090, -0.005, -0.030, 0.089, 0.084, 0.080, -0.231, 0.080, 0.067, 0.073, -0.092],
  "lumo_ev": 0.156,
  "gap_ev": 6.6,
  "energy_ha": -3804.2476,
  "multiplicity": 1
}